Record 1
C3H5N3O3 | ωB97M-V/def2-TZVPD

Geometry as ORCA input:
```
! wB97M-V def2-TZVPD RIJCOSX def2/J DEFGRID3
* xyz 0 1
N 2.2448 -0.4711 -0.9782
C 0.8767 -0.1995 -0.5995
O -0.0813 -0.6886 -1.5273
C -1.2929 -0.5533 -1.0437
O -2.3752 -0.8009 -1.5729
N -1.1392 0.0083 0.2161
O -2.2121 0.3538 1.0825
C 0.1825 0.1294 0.5901
N 0.6024 0.7945 1.7934
H 2.7870 0.3947 -0.9524
H 2.0653 -0.6969 -1.9806
H -2.9950 0.5001 0.4932
H -0.1564 0.7819 2.4913
H 1.4931 0.4476 1.9881
*
```

## Properties
ΔE to the lowest compared entry with this formula, charge and spin (kJ/mol): 316.76
Kohn-Sham gap (hartree): 0.296
E_tot (a.u.): -507.2272
SMILES: Nc1oc(=O)n(O)c1N
Highest occupied orbital energy (eV): -7.51

natural (NBO) atomic charge list, values in e, 4 entries:
1 N -0.815
2 C 0.284
3 O -0.446
4 C 0.827

***

Record 2
C5H10O2 | ωB97M-V/def2-TZVPD

Geometry as ORCA input:
```
! wB97M-V def2-TZVPD RIJCOSX def2/J DEFGRID3
* xyz 0 1
C 1.1082 1.5822 -0.2145
C -0.1967 0.8546 -0.0073
O -1.2216 1.5744 -0.6297
C -0.6513 0.0838 1.2184
C -0.3611 -0.6415 -0.0734
C 0.7775 -1.6288 -0.1306
O -1.4467 -1.0134 -0.8936
H 1.1064 2.5483 0.3008
H 1.9910 1.0267 0.1061
H 1.1975 1.7791 -1.2887
H -1.7314 0.9165 -1.1283
H -1.6963 0.2595 1.4689
H 0.0081 -0.0996 2.0644
H 0.4153 -2.5994 0.2294
H 1.1390 -1.7583 -1.1556
H 1.6165 -1.3327 0.5067
H -2.0544 -1.5514 -0.3729
*
```

## Properties
ΔE to the lowest compared entry with this formula, charge and spin (kJ/mol): 181.77
Kohn-Sham gap (hartree): 0.371
E_tot (a.u.): -346.9562
SMILES: C[C@]1(O)C[C@@]1(C)O
Highest occupied orbital energy (eV): -9.32

natural (NBO) atomic charge list, values in e, 4 entries:
1 C -0.621
2 C 0.238
3 O -0.711
4 C -0.481

***

Record 3
C19H23NOS2 | ωB97M-V/def2-TZVPD

Geometry as ORCA input:
```
! wB97M-V def2-TZVPD RIJCOSX def2/J DEFGRID3
* xyz 0 1
C -2.3797 2.3098 -3.1352
C -0.9969 2.3057 -2.5583
C -0.0071 1.4720 -3.0657
C 1.2724 1.4914 -2.5448
C 1.6009 2.3552 -1.5065
C 2.9870 2.3806 -0.9565
S 3.3676 0.9161 0.0836
C 2.2019 1.1667 1.4669
C 0.9212 0.3603 1.2845
N 1.1932 -1.0552 1.3148
C 0.8696 -1.8305 2.3706
O 0.2395 -1.4186 3.3232
C 1.3330 -3.2773 2.2735
C 0.1376 -4.2228 2.3143
S -0.7143 -4.3183 0.7010
C -1.4320 -2.6958 0.5598
C -2.1939 -2.1463 1.5788
C -2.7250 -0.8789 1.4251
C -2.5213 -0.1724 0.2519
C -1.7886 -0.7397 -0.7775
C -1.2396 -1.9987 -0.6247
C 0.6106 3.1818 -0.9891
C -0.6702 3.1545 -1.5080
H -2.5494 1.4331 -3.7558
H -3.1283 2.3323 -2.3453
H -2.5217 3.1968 -3.7532
H -0.2393 0.8022 -3.8818
H 2.0304 0.8333 -2.9447
H 3.7310 2.3331 -1.7514
H 3.1669 3.2639 -0.3431
H 1.9902 2.2316 1.5346
H 2.7238 0.8425 2.3672
H 0.4384 0.6182 0.3370
H 0.2324 0.5665 2.1082
H 1.7747 -1.4145 0.5736
H 1.9595 -3.4748 3.1471
H 1.9200 -3.4500 1.3709
H -0.5698 -3.9097 3.0805
H 0.4548 -5.2469 2.5086
H -2.3680 -2.6948 2.4914
H -3.3043 -0.4462 2.2269
H -2.9345 0.8188 0.1379
H -1.6316 -0.1957 -1.6959
H -0.6592 -2.4489 -1.4159
H 0.8447 3.8623 -0.1821
H -1.4265 3.8075 -1.0965
*
```

## Properties
ΔE to the lowest compared entry with this formula, charge and spin (kJ/mol): 1.94
Kohn-Sham gap (hartree): 0.326
E_tot (a.u.): -1664.2130
SMILES: Cc1ccc(CSCCNC(=O)CCSc2ccccc2)cc1
Highest occupied orbital energy (eV): -8.22

natural (NBO) atomic charge list, values in e, 4 entries:
1 C -0.635
2 C -0.015
3 C -0.209
4 C -0.226

***

Record 4
C4H8O2 | ωB97M-V/def2-TZVPD

Geometry as ORCA input:
```
! wB97M-V def2-TZVPD RIJCOSX def2/J DEFGRID3
* xyz 0 1
C 1.1799 0.7795 -0.8390
C 0.3912 -0.2285 -0.0383
C -0.5830 -1.0185 -0.8994
O -0.9006 -0.6710 -2.0193
C -0.4891 0.3957 1.0192
O -1.3527 -0.6796 1.3995
H 1.7905 0.2812 -1.5954
H 1.8359 1.3482 -0.1737
H 0.5053 1.4769 -1.3460
H 1.0485 -0.9587 0.4536
H -1.0292 -1.9644 -0.5632
H 0.0397 0.7206 1.9165
H -1.0506 1.2785 0.6439
H -2.2266 -0.2649 1.2814
*
```

## Properties
ΔE to the lowest compared entry with this formula, charge and spin (kJ/mol): 146.69
Kohn-Sham gap (hartree): 0.379
E_tot (a.u.): -307.6566
SMILES: C[C@H](C=O)CO
Highest occupied orbital energy (eV): -9.52

natural (NBO) atomic charge list, values in e, 4 entries:
1 C -0.607
2 C -0.352
3 C 0.441
4 O -0.540

***

Record 5
C5H19O7 | ωB97M-V/def2-TZVPD

Geometry as ORCA input:
```
! wB97M-V def2-TZVPD RIJCOSX def2/J DEFGRID3
* xyz -1 1
O 1.1901 -0.1207 0.5459
C 0.1661 0.3155 -0.0658
O -0.0787 0.3809 -1.2481
C -0.9354 0.6062 1.0244
C -1.9613 -0.5413 0.9968
C -2.7846 -0.5302 -0.3409
C -3.5277 0.8191 -0.5356
H -0.3878 0.5229 2.0011
H -1.4019 1.6519 0.7397
H -1.2039 -1.4387 1.0342
H -2.7564 -0.4642 1.7759
H -2.0959 -0.6788 -1.1382
H -3.5036 -1.4299 -0.4281
H -4.3372 0.8365 0.1931
H -3.8473 1.0990 -1.5286
H -2.8902 1.6899 -0.3853
H 0.1366 -1.7526 2.9442
H 1.0181 -1.0245 1.9076
O 1.0207 -1.7375 2.5943
H 1.1432 0.8602 -3.2472
H 0.3562 -0.2310 -2.7936
O 0.6324 0.0944 -3.6501
H 3.6103 1.8883 1.5738
H 2.3135 1.2170 0.7569
O 2.8522 1.9528 1.0288
H 3.6765 -2.7956 -0.0920
H 2.4303 -2.5826 0.8945
O 3.4492 -2.7368 0.8752
H 2.7128 0.6304 -2.0117
H 2.4892 1.8736 -1.2498
O 2.5146 1.6258 -2.1715
*
```

## Properties
ΔE to the lowest compared entry with this formula, charge and spin (kJ/mol): 153.71
Kohn-Sham gap (hartree): 0.336
E_tot (a.u.): -728.6466
Highest occupied orbital energy (eV): -5.77

natural (NBO) atomic charge list, values in e, 4 entries:
1 O -0.854
2 C 0.810
3 O -0.731
4 C -0.532

***

Record 6
C5H4N2 | ωB97M-V/def2-TZVPD

Geometry as ORCA input:
```
! wB97M-V def2-TZVPD RIJCOSX def2/J DEFGRID3
* xyz 0 1
C -1.0873 0.0586 2.7092
C -0.6680 0.3607 1.5569
C -0.1232 0.1770 0.2406
N -0.1146 1.0725 -0.7326
C 0.4828 0.4849 -1.7866
C 0.8406 -0.7981 -1.4929
N 0.4173 -0.9957 -0.2294
H -1.5209 0.0663 3.7249
H 0.6893 1.0384 -2.6917
H 1.2586 -1.5889 -2.1481
H 0.7851 -1.7525 0.4861
*
```

## Properties
ΔE to the lowest compared entry with this formula, charge and spin (kJ/mol): 194.78
Kohn-Sham gap (hartree): 0.344
E_tot (a.u.): -302.3541
SMILES: C#Cc1ncc[nH]1
Highest occupied orbital energy (eV): -8.58

natural (NBO) atomic charge list, values in e, 4 entries:
1 C -0.210
2 C -0.037
3 C 0.220
4 N -0.410

***

Record 7
C5H10NO5P | ωB97M-V/def2-TZVPD

Geometry as ORCA input:
```
! wB97M-V def2-TZVPD RIJCOSX def2/J DEFGRID3
* xyz 0 1
C -0.6405 0.5684 -3.4095
C -0.0112 -0.4045 -2.4405
C -0.5448 -0.3204 -1.0357
O 0.5680 -0.7903 -0.2641
C 1.6913 -0.5104 -0.9755
O 2.7928 -0.6036 -0.5544
O 1.3777 -0.1106 -2.2340
H -0.1201 0.5415 -4.3673
H -1.6908 0.3273 -3.5750
H -0.5682 1.5916 -3.0372
H -0.0821 -1.4245 -2.8325
H -1.4191 -0.9502 -0.8764
H -0.7760 0.6996 -0.7223
O -1.2418 2.2582 3.4884
N -0.6300 2.0961 2.5030
O -0.9110 0.8846 1.9030
C -0.5149 -0.2444 2.6918
P 1.3608 -0.4084 2.8482
H -0.8437 -1.1295 2.1398
H -0.9997 -0.2957 3.6710
H 1.5877 -1.8185 2.8976
H 1.6154 0.0437 4.1817
*
```

## Properties
ΔE to the lowest compared entry with this formula, charge and spin (kJ/mol): 492.83
Kohn-Sham gap (hartree): 0.319
E_tot (a.u.): -968.6958
SMILES: C[C@@H]1COC(=O)O1.O=NOCP
Highest occupied orbital energy (eV): -8.93

natural (NBO) atomic charge list, values in e, 4 entries:
1 C -0.626
2 C 0.062
3 C -0.098
4 O -0.506